Entry from the OMol25 dataset: C39H59F4IN13O3S as an isolated structure (wB97M-V/def2-TZVPD).

The geometry in ORCA input format:
```
! RIJCOSX wB97M-V def2-TZVPD def2/J DEFGRID3
* xyz 1 1
C 0.730 -1.350 -5.325
C -0.157 -0.385 -4.541
C 0.606 0.731 -3.823
C 1.630 0.233 -2.806
N 0.919 -0.324 -1.630
C 1.646 -0.448 -0.389
C 2.712 -1.577 -0.284
O 2.729 -2.352 -1.489
C 3.938 -2.523 -2.055
F 4.514 -1.369 -2.378
F 3.779 -3.234 -3.139
F 4.784 -3.152 -1.245
C 2.184 0.931 0.049
N 3.558 1.162 -0.326
C 3.951 2.178 -0.869
S 4.496 3.459 -1.534
C 1.892 1.081 1.557
I 3.407 0.070 2.727
C 1.659 2.564 1.903
C 2.374 3.200 3.091
C 1.812 4.604 3.314
C 0.717 0.182 1.677
C -0.270 0.260 2.803
C -1.519 1.035 2.346
F 0.335 0.888 3.867
N 0.599 -0.645 0.692
C -0.497 -1.624 0.562
C -0.086 -2.996 0.064
O 0.631 -3.754 1.049
C -0.090 -4.705 1.695
O -1.253 -4.612 1.932
H 0.127 -2.064 -5.887
H 1.382 -1.941 -4.673
H 1.373 -0.805 -6.020
H -0.849 0.090 -5.242
H -0.780 -0.937 -3.829
H -0.113 1.352 -3.282
H 1.113 1.366 -4.554
H 2.256 1.065 -2.495
H 2.253 -0.534 -3.265
H 0.567 -1.236 -1.900
H 3.693 -1.150 -0.082
H 2.475 -2.256 0.535
H 1.518 1.652 -0.440
H 1.913 3.138 1.010
H 0.587 2.708 2.052
H 2.240 2.603 3.996
H 3.451 3.251 2.913
H 2.107 4.981 4.296
H 2.194 5.322 2.587
H 0.720 4.612 3.296
H -0.549 -0.746 3.121
H -2.389 0.381 2.376
H -1.661 1.882 3.015
H -1.423 1.410 1.324
H -1.230 -1.203 -0.133
H -0.995 -1.743 1.522
H -0.997 -3.522 -0.225
H 0.572 -2.965 -0.800
H 0.538 -5.566 1.948
C -4.555 -5.041 1.146
C -5.904 -4.559 0.893
N -6.967 -4.158 0.727
H -4.298 -4.879 2.191
H -4.476 -6.101 0.911
H -3.847 -4.489 0.531
C -5.230 -9.233 2.860
C -4.674 -8.847 1.570
N -4.241 -8.564 0.545
H -4.501 -9.056 3.647
H -6.128 -8.653 3.064
H -5.488 -10.291 2.845
C -2.394 5.185 0.322
C -1.324 4.257 -0.009
N -0.463 3.531 -0.241
H -3.285 4.633 0.619
H -2.072 5.824 1.145
H -2.634 5.811 -0.537
C -3.716 -2.075 5.514
C -3.353 -2.231 4.112
N -3.075 -2.371 3.006
H -2.920 -2.465 6.146
H -3.871 -1.022 5.741
H -4.635 -2.620 5.717
C 7.124 1.180 -3.719
C 6.207 2.106 -4.369
N 5.484 2.832 -4.891
H 7.085 1.319 -2.640
H 6.849 0.155 -3.963
H 8.139 1.362 -4.068
C -8.845 -1.521 1.550
C -9.241 -0.492 2.502
N -9.534 0.316 3.263
H -8.519 -2.417 2.072
H -9.681 -1.780 0.903
H -8.022 -1.161 0.935
C -6.455 7.185 -0.413
C -5.082 7.278 -0.888
N -4.005 7.377 -1.274
H -7.122 7.664 -1.127
H -6.743 6.140 -0.304
H -6.547 7.684 0.550
C 4.372 0.045 -6.994
C 5.742 -0.377 -7.252
N 6.829 -0.701 -7.428
H 4.059 0.766 -7.746
H 3.705 -0.816 -7.026
H 4.316 0.517 -6.014
C 6.442 -3.027 2.459
C 6.026 -2.117 3.517
N 5.715 -1.406 4.366
H 6.600 -4.022 2.871
H 5.673 -3.078 1.689
H 7.370 -2.674 2.013
C 0.852 6.981 -0.415
C 0.448 7.231 0.963
N 0.123 7.433 2.046
H 1.690 7.624 -0.676
H 1.149 5.939 -0.530
H 0.022 7.192 -1.088
*
```

As for the HOMO-LUMO gap: 0.31860 Ha. The HOMO energy is -12.04 eV.

These are the Mulliken partial charges, in e, on atoms 1 to 6: -0.889, -0.448, -0.833, -0.101, 0.043, -0.018


Entry from the OMol25 dataset: C39H60BBrF4GeN4P3Sc as an isolated structure at a distorted geometry (wB97M-V/def2-TZVPD).

The geometry in ORCA input format:
```
! RIJCOSX wB97M-V def2-TZVPD def2/J DEFGRID3
* xyz 1 2
Sc -0.668 1.531 -1.541
C -5.692 -0.011 -0.073
C -4.483 0.880 -0.371
C -4.144 1.755 0.846
P -2.922 -0.009 -0.906
C -2.802 -1.208 0.526
N -1.461 -1.552 0.913
Ge 0.147 -0.341 0.589
N 1.882 -1.451 -0.034
C 2.523 -1.259 -1.313
P 1.497 -0.358 -2.571
C 2.885 0.093 -3.772
C 3.448 1.467 -3.387
C 4.062 -0.880 -3.912
C 0.546 -1.766 -3.394
C -0.118 -2.614 -2.303
C 1.311 -2.677 -4.349
C 2.725 -1.782 0.995
C 4.114 -2.048 0.882
C 4.857 -2.324 2.012
C 4.263 -2.338 3.271
C 2.898 -2.098 3.401
C 2.147 -1.865 2.266
N 0.717 -1.733 2.283
C 0.050 -2.970 1.978
C 0.535 -4.203 2.370
C -0.241 -5.337 2.148
C -1.490 -5.223 1.552
C -1.958 -3.986 1.132
C -1.173 -2.830 1.318
C 0.202 -1.122 3.476
C -0.089 -1.850 4.618
C -0.486 -1.183 5.768
C -0.588 0.200 5.761
C -0.335 0.928 4.614
C 0.050 0.268 3.421
N 0.290 0.865 2.209
C 0.207 2.303 2.194
P 0.335 3.157 0.541
C -0.107 4.907 1.075
C 0.273 5.287 2.515
C -1.600 5.187 0.905
C 2.176 3.325 0.185
C 2.780 1.927 0.115
C 3.014 4.205 1.111
C -3.353 -1.084 -2.405
C -4.094 -2.406 -2.186
C -4.037 -0.214 -3.463
H -6.561 0.642 0.152
H -5.543 -0.655 0.809
H -5.978 -0.651 -0.925
H -4.716 1.549 -1.228
H -3.893 1.149 1.738
H -5.019 2.383 1.112
H -3.301 2.429 0.619
H -3.429 -2.097 0.312
H -3.306 -0.699 1.373
H 2.851 -2.227 -1.762
H 3.482 -0.679 -1.207
H 2.373 0.176 -4.753
H 4.068 1.413 -2.469
H 2.668 2.224 -3.218
H 4.114 1.835 -4.200
H 4.701 -0.919 -3.008
H 4.715 -0.528 -4.736
H 3.752 -1.908 -4.166
H -0.241 -1.246 -3.982
H 0.626 -3.219 -1.745
H -0.850 -3.317 -2.755
H -0.675 -2.010 -1.562
H 2.091 -3.268 -3.833
H 1.774 -2.117 -5.181
H 0.592 -3.400 -4.791
H 4.590 -2.068 -0.105
H 5.924 -2.524 1.905
H 4.867 -2.551 4.153
H 2.436 -2.117 4.392
H 1.508 -4.290 2.867
H 0.125 -6.321 2.446
H -2.111 -6.110 1.412
H -2.942 -3.909 0.649
H 0.009 -2.941 4.623
H -0.699 -1.741 6.680
H -0.871 0.731 6.673
H -0.412 2.021 4.630
H 0.971 2.758 2.865
H -0.772 2.643 2.602
H 0.445 5.546 0.357
H -0.416 4.823 3.250
H 0.164 6.387 2.637
H 1.306 5.034 2.802
H -2.219 4.497 1.506
H -1.923 5.099 -0.148
H -1.826 6.216 1.262
H 2.194 3.770 -0.833
H 2.680 1.389 1.077
H 3.861 1.990 -0.144
H 2.308 1.304 -0.662
H 3.034 3.820 2.150
H 2.671 5.251 1.121
H 4.056 4.212 0.736
H -2.345 -1.331 -2.795
H -5.100 -2.275 -1.740
H -3.512 -3.119 -1.569
H -4.228 -2.888 -3.179
H -5.088 0.030 -3.208
H -4.035 -0.744 -4.440
H -3.511 0.745 -3.602
Br -2.522 3.276 -1.862
F -1.010 1.119 -3.544
B -0.197 2.241 -4.125
F 0.742 1.711 -4.934
F 0.437 2.704 -2.847
F -0.978 3.182 -4.663
*
```

As for the HOMO-LUMO gap (spin up / spin down): 0.26418 / 0.15711 Ha. The HOMO energy (spin up / spin down) is -9.88 / -9.86 eV.

These are the Mulliken partial charges, in e, on atoms 1 to 6: -0.423, -1.386, 0.401, -1.207, 1.474, -1.751


Entry from the OMol25 dataset: a 3-piece molecular cluster, C39H60F2N3O19P3 overall at a distorted geometry (wB97M-V/def2-TZVPD).

The geometry in ORCA input format:
```
! RIJCOSX wB97M-V def2-TZVPD def2/J DEFGRID3
* xyz 0 1
C 1.315 2.324 5.190
C 0.114 2.088 6.207
O -1.143 2.046 5.511
C -1.786 3.329 5.514
C -3.181 3.252 4.730
O -3.253 4.314 3.771
C -3.376 3.846 2.426
C -1.994 3.371 1.785
O -1.816 2.009 2.203
C -0.472 1.552 2.052
C -0.131 0.998 0.627
C -1.064 0.317 -0.279
C -2.547 0.096 0.140
O -2.707 -0.594 1.399
N -3.938 -0.246 1.930
O -4.029 -0.859 2.939
C -0.668 -0.216 -1.609
C 0.732 -0.095 -2.089
C 1.063 -0.728 -3.481
C 0.482 -2.204 -3.603
C 1.327 -3.305 -2.829
N 2.366 -2.762 -1.917
C 1.685 0.583 -1.193
C 1.274 1.130 0.139
C 2.400 1.830 0.957
O 2.521 1.794 2.160
C 3.456 2.630 0.103
C 4.070 3.884 0.531
C 5.090 4.595 -0.295
P 5.845 6.220 0.271
O 7.353 6.138 0.233
C 5.487 3.984 -1.581
O 6.445 4.642 -2.348
C 4.876 2.721 -2.077
N 5.277 2.112 -3.347
C 4.938 2.920 -4.501
O 4.904 2.450 -5.584
F 4.659 4.279 -4.416
C 6.709 1.843 -3.361
O 7.421 2.101 -4.270
F 7.312 1.287 -2.245
C 3.874 2.078 -1.220
C 3.174 0.717 -1.614
O 3.844 -0.119 -2.169
H 2.284 2.572 5.712
H 1.454 1.376 4.600
H 1.046 3.165 4.487
H 0.293 1.079 6.685
H 0.144 2.907 6.984
H -1.903 3.685 6.574
H -1.144 4.058 4.932
H -3.973 3.398 5.512
H -3.240 2.220 4.299
H -3.911 4.575 1.747
H -4.039 2.923 2.443
H -2.199 3.338 0.665
H -1.154 4.063 2.059
H -0.244 0.762 2.815
H 0.212 2.425 2.255
H -3.122 -0.361 -0.715
H -2.996 1.128 0.282
H -1.449 -0.726 -2.231
H 0.603 -0.069 -4.275
H 2.155 -0.791 -3.714
H 0.529 -2.469 -4.704
H -0.609 -2.279 -3.324
H 1.815 -3.988 -3.581
H 0.590 -3.920 -2.224
H 1.874 -2.561 -1.036
H 2.982 -3.558 -1.705
H 3.803 4.374 1.499
H 5.383 7.305 -0.535
H 5.464 6.408 1.632
H 6.259 5.600 -2.354
C -7.147 1.040 1.839
C -7.432 2.443 2.348
O -7.623 3.363 1.279
P -9.013 3.261 0.399
O -9.958 3.885 1.402
O -8.803 4.592 -0.557
C -9.745 5.662 -0.536
C -9.339 6.725 0.468
O -8.148 2.414 -0.796
C -8.895 1.417 -1.506
C -10.088 2.004 -2.237
H -8.036 0.609 1.370
H -6.849 0.385 2.660
H -6.355 1.052 1.089
H -8.307 2.447 3.006
H -6.580 2.800 2.929
H -10.752 5.288 -0.343
H -9.761 6.100 -1.538
H -9.091 6.301 1.441
H -10.140 7.455 0.602
H -8.446 7.252 0.122
H -9.220 0.643 -0.803
H -8.215 0.951 -2.221
H -10.822 2.413 -1.533
H -10.587 1.238 -2.834
H -9.779 2.820 -2.891
C 4.033 -10.944 -1.266
C 4.110 -10.043 -2.487
O 4.271 -8.677 -2.125
P 5.727 -8.195 -1.519
O 6.513 -8.179 -2.812
O 5.434 -6.572 -1.424
C 6.238 -5.640 -2.144
C 5.634 -5.336 -3.503
O 5.062 -8.286 0.043
C 5.973 -8.679 1.078
C 7.140 -7.719 1.212
H 5.000 -10.991 -0.757
H 3.753 -11.960 -1.552
H 3.304 -10.564 -0.548
H 4.926 -10.354 -3.147
H 3.180 -10.117 -3.053
H 7.265 -6.000 -2.231
H 6.278 -4.721 -1.554
H 5.365 -6.241 -4.049
H 6.330 -4.758 -4.114
H 4.713 -4.758 -3.387
H 6.333 -9.692 0.875
H 5.409 -8.709 2.012
H 7.765 -7.727 0.312
H 7.770 -7.996 2.060
H 6.787 -6.696 1.350
*
```

As for the HOMO-LUMO gap: 0.29060 Ha. For the energy above the lowest of the compared OMol25 structures with the same formula, charge and spin, the calculation gives 888.72 kJ/mol. The HOMO energy is -9.28 eV.

These are the Mulliken partial charges, in e, on atoms 1 to 6: -0.666, -0.467, -0.329, -0.563, -0.070, -0.499